No. 1
45
Properties=species:S:1:pos:R:3:nbo_charge:R:1 method="wB97M-V/def2-TZVPD" total_charge=+2 energy_ev=-135483.0300 lumo_ev=-7.83 homo_ev=-14.3 orbital_gap_ev=6.4
C -2.4371 1.4076 0.3890 0.0780
C -2.4558 -3.9179 -0.3695 0.4153
C -2.9761 -2.6839 -0.7627 -0.3181
C 0.3987 0.2829 3.7591 -0.2079
H -0.7057 -4.9203 0.3802 0.2763
O -3.1391 -5.0527 -0.3819 -0.5973
C 0.0418 0.3516 2.4311 0.0403
H -2.5453 -0.6274 -1.0427 0.2138
N -1.3766 1.3671 -0.4248 -0.4916
Ir 0.4601 0.1987 -0.4185 1.0566
C -1.4091 2.1222 -1.5458 0.1241
H -4.4873 3.4699 -1.3254 0.2610
C 2.6340 0.7687 3.1260 -0.0597
H -2.4949 3.4297 -2.8374 0.2601
H 5.0561 -1.1347 -2.2185 0.2430
H -0.3547 0.0634 4.5022 0.2609
H -2.4012 0.8105 1.2826 0.2097
H -4.0535 -4.9338 -0.6761 0.5080
H 6.4849 -0.0914 -2.2420 0.2677
H -0.0086 2.7608 -3.1631 0.2607
N -0.8766 -1.6076 -0.3096 -0.6076
N 0.8841 1.6244 -1.7120 -0.2383
H 2.9191 1.0759 1.0276 0.2481
Br 1.3446 -2.8561 0.6857 0.1753
C 1.7187 0.4834 4.1230 -0.1266
C -1.1321 -3.9797 0.0641 -0.3060
H -4.3910 2.1695 0.8056 0.2608
H -0.9705 0.1816 2.1238 0.2065
H -3.9959 -2.5867 -1.1109 0.2501
N 2.1091 1.8894 -2.2589 -0.3375
H 2.0341 0.4263 5.1565 0.2678
Cl 4.2849 1.0412 3.4833 0.1121
C -0.4060 -2.8176 0.0812 0.1498
C -0.1401 2.1872 -2.2532 0.1106
C 2.9711 0.9716 -1.9320 -0.1146
C 2.2228 0.8329 1.8084 0.0325
C -2.5113 2.8650 -1.9148 -0.1779
C -3.6133 2.8857 -1.0707 -0.1079
S 2.5278 -0.4716 -1.0447 -0.0229
S 4.5820 1.2279 -2.4667 0.4495
N 0.9365 0.6195 1.4618 -0.3548
C -3.5649 2.1635 0.1083 -0.2164
C 5.4793 -0.2070 -1.8423 -0.7582
H 5.5209 -0.2068 -0.7560 0.2362
C -2.1642 -1.5828 -0.7187 0.0684

No. 2
48
Properties=species:S:1:pos:R:3:nbo_charge:R:1 method="wB97M-V/def2-TZVPD" total_charge=-2 energy_ev=-103090.2412 lumo_ev=4.83 homo_ev=-1.5 orbital_gap_ev=6.3
F -6.8555 1.2419 0.9953 -0.3440
H -3.3946 3.0825 1.6707 0.1982
C -0.6447 -2.7328 1.1070 -0.5015
Zn -0.1991 -0.1939 -0.9446 1.7106
O -1.8999 2.7421 -0.8396 -0.7904
C 5.7007 1.3116 -2.1250 -0.2348
H 4.5501 -0.0973 1.2718 0.2312
C 2.5838 -0.1971 -0.6021 0.5433
H -3.3525 -3.2840 -0.5082 0.2102
C 4.4062 0.8342 -1.9618 -0.2013
C -2.4230 -3.8014 -0.2612 -0.6704
O -0.3151 3.6844 -2.3898 -0.9931
C 0.5834 -2.0216 1.3323 0.2714
C -4.5254 1.5996 0.6332 -0.1284
H -3.1385 -1.0350 -0.9291 0.1947
F -5.8027 2.4139 2.4769 -0.3457
N -2.0822 0.4642 -0.0479 -0.7073
C 1.5057 -2.4963 2.4259 -0.6645
N 0.9395 -1.0688 0.5418 -0.4791
F -6.2309 3.2570 0.5379 -0.3441
H 1.8532 -1.6508 3.0214 0.2229
C -3.2309 -0.0760 -0.4316 0.0910
C 3.9931 0.3196 -0.7383 -0.0020
H -5.3808 -0.0829 -0.4832 0.2036
C -3.3885 2.2443 0.9865 -0.2742
C 4.8932 0.2974 0.3247 -0.2011
H -2.5767 -4.3972 0.6392 0.1898
H -2.1866 -4.4621 -1.0988 0.2044
C 6.5962 1.2809 -1.0650 -0.2456
C -4.4888 0.4465 -0.1871 -0.4392
H 0.9980 -3.2212 3.0627 0.1912
C -2.1147 1.8160 0.3763 0.1805
H 3.6798 0.8576 -2.7632 0.2432
H 7.6061 1.6557 -1.1914 0.1873
H -1.2470 2.0420 0.9912 0.1988
S -0.5351 2.4967 -1.6103 2.5799
O 1.8564 -0.1941 -1.6435 -0.8165
O 0.4488 2.1868 -0.5725 -1.0507
C -5.8322 2.1144 1.1534 0.9777
O -1.0588 -2.1099 -1.1664 -0.8332
O -0.7394 1.2729 -2.4311 -1.0841
N 2.2594 -0.6279 0.5966 -0.4917
C 6.1850 0.7735 0.1632 -0.2437
C -1.3004 -2.7882 -0.1112 0.4709
H -0.9752 -3.4122 1.8825 0.1816
H 6.8757 0.7541 0.9994 0.1891
H 2.3981 -2.9558 1.9965 0.2225
H 6.0067 1.7164 -3.0832 0.1928

No. 3
40
Properties=species:S:1:pos:R:3:nbo_charge:R:1 method="wB97M-V/def2-TZVPD" energy_ev=-32661.4264 lumo_ev=-0.77 homo_ev=-6.2 orbital_gap_ev=5.4
H 1.1936 -4.7542 5.3785 0.2296
H -2.6842 -2.5737 1.3509 0.2031
H 1.5571 -3.4579 6.5374 0.2288
C 0.9109 -3.7521 5.7071 -0.4218
H -0.0844 1.5826 1.2955 0.2346
N -0.2847 -2.3216 4.2651 -0.3910
C -2.1761 0.7026 2.1598 -0.3762
H -5.0097 -1.7401 1.1042 0.2099
H -5.5167 0.7028 1.4014 0.2244
H -1.4306 1.3862 2.5650 0.2266
C -4.5132 0.3122 1.5438 -0.3750
F 4.3281 -1.1787 1.8884 -0.3443
C 3.1613 -0.4615 1.7296 0.4336
C 2.0496 1.6016 1.4270 0.4391
H -2.2364 -2.5504 5.0792 0.2398
C -2.9139 -1.5147 1.5015 -0.2755
C -1.8448 -5.6018 2.8513 1.0236
H 1.7500 -1.9455 4.7937 0.2377
C -4.2134 -1.0453 1.3641 -0.1803
H -1.0361 -4.7107 6.0883 0.2490
C -0.5896 -3.7095 6.1206 -0.4913
O -2.8281 -5.0639 2.4944 -0.5002
C -1.1704 -2.8024 5.1016 0.2405
H -0.4107 -2.2179 1.5696 0.1944
H -0.4793 -1.6999 3.4263 0.4459
H -0.6978 -3.3051 7.1354 0.2521
F 2.0884 2.9645 1.2227 -0.3384
C -3.4777 1.1479 1.9461 0.4878
C 3.2568 0.9205 1.5636 -0.4263
O -0.8572 -6.1301 3.2072 -0.5222
C -0.5002 -1.1793 1.9227 -0.6056
C 0.8033 0.9812 1.4744 -0.3600
C -1.8565 -0.6338 1.8328 0.0276
H 1.9403 -2.2251 1.8497 0.2044
H 4.2111 1.4352 1.5289 0.2411
C 1.9514 -1.1359 1.7713 -0.3662
C 1.0844 -2.7823 4.5357 -0.2392
C 0.7251 -0.4151 1.7204 0.0607
H 1.5048 -3.2692 3.6488 0.2320
F -3.7538 2.4812 2.1445 -0.3528